No. 1
51
Properties=species:S:1:pos:R:3:forces:R:3 method="wB97M-V/def2-TZVPD" lumo_energy_ev=0.56 gap_ev=8.1427 spin_multiplicity=1 e_above_lowest_ev=6.0534 e_homo_ha=-0.27864
C 0.4968 0.2828 1.4021 -0.14 0.67 2.16
C 0.3313 0.0512 -0.0177 0.94 0.67 -5.13
C 1.6157 -0.6468 1.9664 2.20 1.51 -2.85
C 1.2533 -1.8748 2.5821 -0.80 -1.32 0.93
C 0.9034 -2.0912 3.8737 -1.25 4.42 3.37
C 0.9439 -3.1264 1.9572 -0.19 -0.74 -3.98
C 0.4889 -3.9904 2.9021 0.44 3.27 3.09
C 0.8162 -3.6389 0.5856 2.53 2.80 0.92
C 0.1667 -5.2416 2.7874 -1.86 -5.04 0.18
C 0.5195 -4.9477 0.3266 -0.07 1.85 1.55
C 0.2024 -5.6814 1.4935 -0.72 -0.99 -1.54
C -1.1542 -0.0085 -1.9897 -0.76 -0.09 -2.27
C -0.5335 -1.2741 -2.7489 -0.90 -3.09 3.73
C -0.7118 1.3227 -2.7291 -0.27 -2.24 -2.34
C -1.1587 2.4961 -1.9793 0.84 0.18 -0.28
C -2.2904 3.1678 -2.1403 -3.25 1.24 -1.06
C -0.3579 3.3648 -1.2190 3.07 2.56 2.05
C -1.0851 4.5589 -0.9368 0.90 3.11 -1.20
C 1.0257 3.4015 -0.8817 1.26 0.31 0.18
C -0.4439 5.8309 -0.6528 1.94 -1.56 2.34
C 1.7113 4.6217 -0.4391 -2.56 -3.92 0.06
C 0.9603 5.7232 -0.2400 -3.39 2.42 -1.85
H -0.7065 0.2024 3.1414 -0.26 -0.12 -1.70
H -1.2234 -0.6432 1.6852 0.34 2.18 1.93
H 1.0259 1.2535 1.4808 -0.91 -0.02 -0.23
H 2.3053 -0.8989 1.0708 -1.17 0.54 1.15
H 2.2506 0.0552 2.5042 0.01 -0.59 0.87
H 0.6305 -1.3312 4.7809 1.43 -1.57 -2.49
H 0.0240 -3.5998 5.0604 1.20 0.49 -3.24
H 1.1848 -2.9188 -0.1673 -0.63 -0.61 -0.02
H -0.2212 -5.7972 3.7371 0.72 0.64 -2.24
H 0.4279 -5.2325 -0.7193 -0.07 -0.57 0.51
H -0.2712 -6.5495 1.1944 -0.55 -2.46 0.24
H -1.8465 0.4694 -0.0327 2.81 -1.15 -0.96
H -2.2982 -0.0973 -2.2361 2.01 -0.04 0.79
H 0.3713 1.2328 -3.0796 -1.29 0.62 1.11
H -1.2833 1.3152 -3.7291 0.77 -0.05 1.38
H -3.1391 3.0157 -2.7900 -0.02 -0.81 -0.03
H -3.2413 4.9110 -1.1061 3.21 -1.74 -2.00
H 1.6314 2.4721 -0.9871 -0.51 0.79 -0.05
H -0.8671 6.8537 -0.4286 -0.20 -1.60 -0.72
H 2.6348 4.5899 0.0717 1.32 -0.33 -0.31
H 1.4373 6.6685 -0.0221 0.09 0.03 0.46
H 0.0594 -2.0221 -4.3014 -0.52 1.45 0.38
N -0.8574 0.3137 2.0995 1.08 -2.69 -0.85
N 0.3963 -3.2952 4.0688 -1.12 -1.77 4.23
N -0.9796 0.0546 -0.5571 -0.36 0.13 1.10
N -2.3121 4.4545 -1.6001 -2.22 0.55 2.58
O 1.3528 -0.0143 -0.8036 -3.74 -0.20 2.37
O -0.4475 -2.4308 -2.2652 -0.23 3.31 -0.65
O -0.2573 -1.1102 -4.0086 0.84 -0.42 -1.72

---

No. 2
53
Properties=species:S:1:pos:R:3:forces:R:3 method="wB97M-V/def2-TZVPD" lumo_energy_ev=-0.67 gap_ev=6.6930 spin_multiplicity=1 e_homo_ha=-0.27054
Pt 0.0780 0.1697 0.3676 -0.76 -0.40 -1.25
C 1.0161 -2.5520 -2.8472 -0.21 -0.09 -0.09
C 0.4458 -2.1395 -1.5161 -0.20 0.19 -0.24
N 0.0207 -0.9052 -1.3929 0.57 0.52 1.12
N -0.0135 -0.1784 -2.5544 0.12 -0.01 -0.77
C -0.1583 1.0904 -2.4681 -0.04 -0.01 0.37
S -0.3024 1.9971 -0.9913 0.48 -0.60 0.39
S -0.1088 2.0171 -3.9783 0.24 0.09 -0.23
C 1.6391 1.6462 -4.4894 -0.47 0.01 0.30
C 2.6468 2.1909 -3.5225 0.00 0.02 0.00
C 3.0884 1.4378 -2.4383 0.01 -0.05 -0.06
C 3.9523 1.9841 -1.5014 -0.01 0.00 0.01
C 4.4180 3.2800 -1.6584 0.05 0.00 0.03
C 4.0113 4.0277 -2.7543 -0.02 0.06 -0.03
C 3.1218 3.4911 -3.6708 0.00 -0.03 0.00
C 0.3872 -3.1079 -0.4470 0.11 0.12 0.49
C 0.3918 -4.4781 -0.7886 0.05 -0.13 -0.01
C 0.4005 -5.4768 0.1498 0.00 -0.07 -0.19
C 0.4229 -5.1348 1.5080 -0.05 0.23 0.01
C 0.3833 -3.8191 1.8858 0.00 -0.22 0.19
C 0.3265 -2.7628 0.9418 -0.18 -0.01 -0.57
O 0.2280 -1.5672 1.4091 0.33 0.53 0.53
H 1.6399 -1.7499 -3.2338 -0.03 0.00 -0.01
H 0.2169 -2.7093 -3.5743 0.06 0.00 -0.04
H 1.6108 -3.4541 -2.7557 -0.02 -0.01 0.02
H 1.7254 2.1248 -5.4636 0.00 -0.05 -0.04
H 1.6973 0.5665 -4.6015 0.09 -0.01 -0.04
H 2.7675 0.4099 -2.3241 -0.14 0.00 0.02
H 4.2479 1.3955 -0.6421 0.06 -0.01 -0.03
H 5.1048 3.7021 -0.9360 -0.02 0.01 0.01
H 4.3824 5.0353 -2.8942 0.00 0.00 0.02
H 2.7924 4.0835 -4.5170 -0.01 0.01 0.02
H 0.3378 -4.7548 -1.8332 0.09 -0.01 0.02
H 0.3997 -6.5130 -0.1601 -0.04 0.01 0.00
H 0.4518 -5.9119 2.2615 0.03 0.01 0.02
H 0.3889 -3.5403 2.9317 -0.02 0.05 -0.02
C -4.3247 3.1898 1.1226 -0.04 -0.01 -0.06
C -3.5724 2.2059 1.9514 0.26 0.19 -0.31
C -4.1334 1.3432 2.8479 -0.07 -0.32 0.34
C -3.2882 0.4757 3.5649 0.03 0.35 -0.35
N -1.9693 0.5217 3.4226 -0.14 -0.27 0.31
C -1.4297 1.3461 2.5448 0.19 0.41 -0.33
S 0.2727 1.4824 2.3105 0.11 -0.18 -0.08
N -2.2309 2.1768 1.8011 -0.46 -0.38 0.57
C -3.8269 -0.5418 4.5089 -0.10 0.02 0.08
H -5.3927 3.1103 1.3060 0.00 -0.01 0.00
H -4.1318 3.0163 0.0626 0.01 0.00 0.00
H -4.0021 4.2043 1.3609 0.00 0.00 -0.01
H -5.2016 1.3237 3.0035 -0.01 0.04 -0.06
H -1.7832 2.7342 1.0823 0.10 0.02 -0.01
H -4.9075 -0.4644 4.6090 0.00 -0.03 0.01
H -3.3587 -0.4207 5.4853 0.03 -0.01 -0.01
H -3.5657 -1.5365 4.1459 0.02 0.01 -0.01

---

No. 3
54
Properties=species:S:1:pos:R:3:forces:R:3 method="wB97M-V/def2-TZVPD" lumo_energy_ev=0.56 gap_ev=9.1531 spin_multiplicity=1 e_above_lowest_ev=1.0454 e_homo_ha=-0.31567
C 1.0126 -2.8372 -2.3991 0.06 -0.06 0.13
H 0.6452 -3.8455 -2.5687 -0.03 -0.06 -0.04
H 1.8394 -2.6408 -3.0772 0.05 0.03 -0.11
H 0.2169 -2.1305 -2.6126 -0.08 0.04 -0.08
C 1.4643 -2.6909 -0.9510 -0.26 -0.31 -0.15
C 1.9593 -1.3259 -0.6684 0.81 -0.27 1.02
N 1.6194 -0.2665 -1.3103 -0.79 -0.78 -0.92
N 2.1671 0.8528 -0.8635 0.51 1.44 0.38
C 2.9498 0.6839 0.1435 0.02 -1.38 0.37
N 3.6712 1.6870 0.7571 0.67 0.44 -0.33
C 3.4972 2.1811 2.0224 -0.25 -0.19 0.02
O 4.2613 2.9900 2.4854 0.13 0.23 0.21
C 2.2604 1.6963 2.7467 -0.35 0.22 0.00
H 2.1453 0.6134 2.7472 0.05 -0.01 0.09
H 2.2649 2.0878 3.7627 0.09 -0.09 -0.11
S 0.7895 2.3747 1.8916 0.12 0.32 0.26
C 0.0339 0.8916 1.3935 -0.03 -0.10 0.10
N 0.3284 -0.3184 1.7885 0.41 0.84 0.42
N -0.5610 -1.1507 1.2236 -0.78 -0.70 -0.33
C -1.3878 -0.4523 0.4989 -0.02 -0.03 -0.12
N -1.0484 0.8761 0.5630 0.47 -0.49 0.47
C -1.5949 1.9825 -0.1226 -0.31 0.48 -0.33
C -2.8953 2.3919 0.1330 0.21 -0.05 0.05
C -3.4108 3.4790 -0.5495 0.01 0.00 -0.05
C -2.6439 4.1654 -1.4819 0.00 -0.05 0.02
C -1.3410 3.7387 -1.7214 -0.08 0.00 0.08
C -0.8106 2.6543 -1.0520 -0.06 -0.11 0.04
H 0.1967 2.3165 -1.2455 0.13 -0.06 0.00
H -0.7352 4.2625 -2.4456 0.08 0.05 -0.10
C -3.1931 5.3521 -2.2105 0.03 0.05 0.01
H -2.9875 5.2754 -3.2764 -0.03 0.04 -0.08
H -2.7203 6.2638 -1.8459 -0.02 0.10 -0.02
H -4.2663 5.4399 -2.0637 -0.07 0.05 -0.03
H -4.4231 3.7975 -0.3490 -0.10 0.04 0.00
H -3.4923 1.8692 0.8663 -0.03 -0.05 0.08
C -2.5617 -0.9584 -0.2740 -0.27 0.09 0.15
O -2.2442 -1.8668 -1.2999 0.19 -0.18 -0.21
C -2.1100 -3.1977 -1.0029 -0.10 -0.25 -0.07
C -1.9460 -3.7147 0.2754 -0.12 0.29 0.02
C -1.8199 -5.0842 0.4468 -0.03 -0.11 -0.05
C -1.8559 -5.9414 -0.6371 0.05 -0.14 0.09
C -2.0157 -5.4221 -1.9123 -0.01 0.04 -0.03
C -2.1448 -4.0608 -2.0975 -0.02 0.21 0.07
H -2.2729 -3.6389 -3.0819 -0.02 0.06 -0.12
H -2.0448 -6.0818 -2.7669 -0.01 -0.04 -0.08
H -1.7579 -7.0066 -0.4922 0.01 -0.09 0.02
H -1.6878 -5.4777 1.4437 0.01 -0.02 0.09
H -1.8774 -3.0609 1.1299 0.02 0.02 0.04
H -3.0297 -0.1082 -0.7818 0.01 -0.19 0.15
H -3.2872 -1.4046 0.4217 0.06 0.09 -0.15
H 4.3976 2.1381 0.2135 -0.09 -0.03 0.14
S 3.0852 -1.0059 0.6377 -0.30 0.72 -1.00
H 2.2492 -3.4124 -0.7131 -0.05 0.00 0.02
H 0.6230 -2.8860 -0.2765 0.11 -0.04 0.01

---

No. 4
58
Properties=species:S:1:pos:R:3:forces:R:3 method="wB97M-V/def2-TZVPD" lumo_energy_ev=1.05 gap_ev=6.5224 charge=-1 spin_multiplicity=1 e_homo_ha=-0.20101
C 1.0064 -1.2371 -2.1525 0.09 -0.38 -0.11
C 1.7144 -2.5701 -2.3898 0.51 0.65 -0.57
C 3.1728 -2.6476 -1.9237 -0.96 0.02 0.92
Br 4.1028 -0.9536 -2.4087 0.23 -0.21 -0.15
Al 3.3834 -2.8160 0.0913 0.46 1.10 0.11
O 2.1585 -4.0365 0.8273 0.28 1.68 -0.87
C 2.3894 -5.1982 0.4532 -0.10 -2.78 1.41
N 2.5516 -6.3581 0.4101 -0.08 0.70 -0.83
H -0.0548 -1.4033 -2.0557 -0.46 0.01 0.12
H 1.3776 -0.7194 -1.2819 0.04 0.12 0.42
H 1.1575 -0.6019 -3.0111 0.08 0.40 -0.22
H 1.1447 -3.3675 -1.9455 -0.07 -0.50 0.37
H 1.6934 -2.7483 -3.4605 -0.18 -0.19 -0.36
H 3.6656 -3.4257 -2.4808 0.42 -0.13 -0.26
H 4.8978 -3.2079 0.4651 -0.12 -0.31 0.01
H 3.0190 -1.3913 0.7526 -0.23 -0.12 0.05
C 2.7020 4.6434 -3.3053 0.00 0.00 0.01
C 1.4471 5.1983 -3.0904 0.11 -0.05 -0.01
C 0.5977 4.6467 -2.1472 -0.16 0.19 -0.07
C 1.0232 3.5446 -1.4285 0.15 0.13 -0.19
C 2.2664 2.9766 -1.6316 0.18 -0.28 0.13
C 3.1086 3.5330 -2.5795 -0.02 0.13 -0.08
N 0.1300 2.9708 -0.4144 0.00 0.01 -0.01
O -0.9667 3.4828 -0.2743 -0.22 0.13 0.01
O 0.5315 2.0326 0.2281 0.10 -0.19 0.15
H 3.3651 5.0787 -4.0412 0.01 0.00 -0.02
H 1.1309 6.0627 -3.6574 -0.03 0.02 0.00
H -0.3787 5.0742 -1.9774 -0.03 -0.08 0.10
H 2.5850 2.1104 -1.0681 -0.12 -0.04 0.04
H 4.0832 3.0980 -2.7491 0.00 -0.06 0.01
C -3.2314 -7.3226 1.2894 0.01 -0.01 0.00
C -1.9107 -7.6868 1.0664 -0.16 0.05 0.00
C -1.1756 -7.0622 0.0720 0.25 -0.20 0.07
C -1.7815 -6.0762 -0.6821 -0.17 -0.09 0.22
C -3.0947 -5.7003 -0.4771 -0.23 0.12 -0.03
C -3.8234 -6.3324 0.5164 0.06 -0.09 0.06
N -0.9900 -5.4007 -1.7187 0.00 -0.08 0.17
O 0.1408 -5.7929 -1.8733 0.22 0.03 -0.30
O -1.5165 -4.4973 -2.3377 -0.10 0.13 -0.13
H -3.8005 -7.8088 2.0711 -0.01 -0.01 0.01
H -1.4492 -8.4544 1.6712 0.04 -0.01 0.00
H -0.1434 -7.3349 -0.1009 0.07 0.15 -0.04
H -3.5476 -4.9266 -1.0781 0.12 0.04 -0.07
H -4.8521 -6.0493 0.6914 -0.02 0.02 -0.01
C -1.8256 4.0224 4.5152 -0.01 0.02 0.01
C -1.8371 5.2513 5.1631 0.00 -0.10 -0.08
C -1.9522 6.4207 4.4315 0.02 0.11 0.23
C -2.0577 6.3395 3.0550 0.00 -0.21 0.14
C -2.0444 5.1257 2.3942 -0.02 -0.09 -0.26
C -1.9258 3.9605 3.1327 0.00 -0.05 0.13
N -2.1974 7.5784 2.2778 0.02 -0.04 0.04
O -2.1861 8.6295 2.8851 0.00 0.18 0.12
O -2.3186 7.4824 1.0765 -0.02 -0.03 -0.22
H -1.7374 3.1102 5.0898 0.02 -0.01 0.00
H -1.7567 5.2976 6.2401 0.01 0.02 0.02
H -1.9594 7.3773 4.9311 -0.02 0.07 -0.11
H -2.1197 5.0736 1.3188 0.01 0.10 -0.02
H -1.9110 3.0060 2.6259 0.04 0.01 -0.06